Record 1
Below is C22H51AlBrN2O6S as an isolated structure, with properties calculated with the ωB97M-V functional and the def2-TZVPD basis.

## Properties
E_LUMO	2.329	eV
M	578.611	g mol⁻¹
HOMO	-4.974	eV
net charge	-1

```
84
Properties=species:S:1:pos:R:3:forces:R:3
C 0.735 5.018 4.481 -0.02 0.04 0.02
O -0.067 3.899 4.188 -0.01 -0.11 0.07
C -1.283 4.154 3.513 -0.11 0.07 -0.09
C -1.207 4.081 1.986 0.18 -0.05 0.02
C 0.036 4.717 1.366 -0.02 -0.04 0.06
C 0.119 4.530 -0.162 -0.08 0.11 0.03
C 1.100 3.454 -0.648 0.14 -0.07 -0.06
C 0.540 2.050 -0.890 0.03 -0.08 0.07
C 1.498 1.144 -1.694 -0.10 -0.02 0.23
Al 1.761 -0.667 -0.908 0.00 -0.09 -0.19
S 2.973 -0.548 1.052 0.19 -0.03 0.10
C -0.084 -1.463 -0.456 0.11 0.04 -0.02
C -0.026 -2.934 -0.386 0.34 0.54 -0.12
O 0.890 -3.664 -0.336 -0.05 -0.35 0.11
Br -1.869 -3.833 -0.353 -0.34 -0.15 -0.02
H 0.141 5.940 4.493 0.04 -0.01 0.03
H 1.546 5.140 3.758 -0.03 0.01 -0.01
H 1.170 4.870 5.472 0.01 0.01 -0.04
H -1.982 3.394 3.873 -0.03 0.03 -0.02
H -1.683 5.129 3.830 0.11 0.01 -0.03
H -2.095 4.587 1.590 -0.04 -0.15 -0.03
H -1.256 3.038 1.665 0.03 0.02 0.01
H 0.054 5.783 1.623 0.00 -0.01 -0.03
H 0.926 4.274 1.821 -0.04 0.00 0.00
H -0.883 4.302 -0.547 0.05 0.05 -0.03
H 0.415 5.484 -0.609 -0.04 -0.01 0.02
H 1.561 3.785 -1.585 -0.08 0.01 0.01
H 1.923 3.370 0.074 0.03 0.04 -0.11
H -0.420 2.120 -1.410 0.01 0.06 0.07
H 0.315 1.591 0.086 -0.07 0.12 0.00
H 1.136 1.039 -2.724 0.08 0.07 -0.01
H 2.489 1.616 -1.759 -0.04 -0.03 -0.03
H 2.585 -1.624 -1.916 -0.02 -0.01 0.04
H 2.027 -0.616 1.997 -0.14 0.03 -0.11
H -0.422 -1.126 0.532 0.01 0.02 -0.03
H -0.856 -1.154 -1.165 -0.06 -0.10 0.09
C -7.030 2.137 -3.997 -0.02 0.01 -0.03
O -7.101 2.999 -2.883 0.05 0.01 0.00
C -7.714 2.434 -1.731 -0.07 -0.04 0.01
C -6.712 2.226 -0.618 0.04 -0.02 0.01
N -5.760 1.184 -0.960 0.02 0.09 -0.08
C -4.667 1.005 -0.011 0.01 -0.11 -0.04
C -3.710 2.170 0.211 -0.08 0.06 0.10
O -2.889 2.482 -0.893 -0.02 -0.09 -0.06
C -3.462 3.295 -1.892 0.04 0.05 0.04
H -6.669 2.728 -4.837 0.01 0.00 0.00
H -6.343 1.298 -3.837 -0.02 -0.01 0.03
H -8.015 1.729 -4.249 0.00 0.00 -0.01
H -8.195 1.485 -1.988 0.02 -0.01 0.03
H -8.486 3.130 -1.391 0.00 0.01 -0.03
H -7.256 1.921 0.282 0.02 0.01 0.02
H -6.243 3.197 -0.403 -0.02 0.01 0.01
H -5.377 1.368 -1.878 0.01 0.00 0.01
H -4.077 0.147 -0.342 0.00 -0.01 0.02
H -5.099 0.736 0.960 0.00 0.01 0.00
H -3.031 1.884 1.016 0.02 -0.01 -0.01
H -4.240 3.074 0.545 -0.03 -0.02 -0.03
H -4.177 4.009 -1.469 0.00 0.01 -0.01
H -3.969 2.714 -2.668 -0.03 0.00 0.02
H -2.649 3.849 -2.364 0.00 0.00 0.00
C 2.748 -5.076 1.690 -0.01 0.03 -0.03
O 3.958 -5.658 2.147 -0.01 0.05 0.14
C 4.178 -6.996 1.751 0.04 0.01 -0.05
C 5.294 -7.065 0.728 -0.02 -0.07 -0.05
N 4.872 -6.530 -0.555 0.02 0.07 0.02
C 5.953 -6.318 -1.506 -0.01 -0.04 -0.02
C 6.978 -5.235 -1.180 0.02 0.01 -0.03
O 6.489 -3.919 -1.309 0.04 0.01 -0.06
C 5.716 -3.418 -0.228 0.03 0.01 0.03
H 2.674 -4.090 2.143 0.02 0.01 -0.02
H 2.726 -4.946 0.606 -0.02 -0.04 0.01
H 1.880 -5.675 1.984 0.00 -0.01 0.01
H 3.263 -7.444 1.348 0.00 0.02 -0.02
H 4.476 -7.562 2.640 -0.02 -0.01 -0.01
H 5.586 -8.112 0.582 0.01 0.00 0.03
H 6.157 -6.542 1.164 0.01 0.00 -0.02
H 4.366 -5.663 -0.425 0.00 -0.03 0.04
H 5.515 -6.068 -2.476 -0.02 -0.02 0.00
H 6.483 -7.271 -1.628 0.02 0.02 0.00
H 7.790 -5.316 -1.909 0.01 0.00 0.02
H 7.418 -5.385 -0.185 -0.06 0.02 0.02
H 6.043 -3.846 0.725 -0.02 0.00 0.01
H 4.647 -3.607 -0.357 -0.01 0.01 -0.02
H 5.852 -2.339 -0.203 -0.02 0.00 0.01
```
Positions in Å, forces in eV/Å.


Record 2
Below is a 3-piece molecular cluster, C22H51BO11P3S2 overall in a non-equilibrium geometry, with properties calculated with the ωB97M-V functional and the def2-TZVPD basis.

## Properties
E_LUMO	1.385	eV
M	659.507	g mol⁻¹
HOMO	-3.760	eV
net charge	-1

```
90
Properties=species:S:1:pos:R:3:forces:R:3
C 2.233 6.389 2.990 -1.02 0.97 0.23
C 3.159 5.716 2.353 1.17 -0.76 -0.43
C 3.349 5.645 0.879 0.26 1.23 0.82
P 3.002 3.898 0.036 0.55 -1.12 -0.61
C 2.665 2.253 -0.971 -0.04 -0.54 0.87
C 2.282 0.961 -0.233 0.12 -0.95 -1.15
C 1.626 -0.067 -1.213 -0.93 0.16 0.99
C 0.337 -0.675 -0.619 0.27 -0.75 0.33
C 0.588 -1.988 0.158 -0.51 0.07 -0.19
C 1.322 3.749 0.982 -0.60 1.64 -0.15
O 0.605 5.003 0.786 0.49 -0.34 -0.17
C -0.692 4.921 1.257 -0.98 0.15 0.14
C -1.522 6.099 0.747 0.55 -0.55 -0.08
O 3.955 3.097 1.247 -0.30 -0.06 -0.04
C 3.550 2.406 2.364 0.36 -0.69 1.70
C 4.719 1.548 2.908 -0.42 0.69 -0.52
C 5.441 0.735 1.828 0.50 -0.01 0.89
P 1.789 5.038 -1.583 -0.83 1.39 -0.68
P 2.501 4.811 -3.617 -1.01 -0.04 -0.06
O 3.242 5.969 -4.076 1.24 0.94 -0.28
O 3.326 3.447 -3.977 -0.41 -0.21 -0.37
O 1.144 4.710 -4.567 0.28 -1.10 0.32
B 4.739 4.156 -0.916 0.69 -0.40 -0.26
O 5.068 5.247 -1.715 -0.25 0.52 0.65
O 5.767 3.216 -0.724 -0.18 0.29 0.54
H 1.892 6.120 3.976 0.47 0.46 0.56
H 1.761 7.226 2.488 -0.77 -0.39 -0.17
H 3.890 5.199 2.966 -0.26 -0.88 -0.07
H 4.379 5.976 0.708 0.23 -0.47 -0.36
H 2.736 6.412 0.417 -0.20 0.03 -0.13
H 1.901 2.413 -1.724 -0.33 0.25 0.05
H 3.561 2.033 -1.556 0.24 0.08 0.09
H 1.583 1.060 0.593 0.01 0.46 0.10
H 3.158 0.448 0.155 0.20 0.28 0.34
H 1.333 0.401 -2.151 0.35 0.16 -0.18
H 2.295 -0.904 -1.395 0.23 0.06 -0.41
H -0.386 -0.896 -1.392 -0.10 0.05 -0.31
H -0.140 0.012 0.082 -0.07 0.30 -0.19
H -0.230 -2.700 0.012 0.32 0.22 0.03
H 1.494 -2.464 -0.206 0.24 -0.10 0.18
H 0.632 -1.810 1.229 0.36 -0.06 0.12
H 1.384 3.689 2.072 0.28 -0.69 -0.05
H 0.664 3.006 0.532 0.22 -0.51 0.19
H -0.726 4.874 2.354 0.15 -0.01 0.14
H -1.200 4.009 0.911 0.26 -0.23 -0.13
H -2.546 5.763 0.623 -0.30 0.23 0.17
H -1.134 6.333 -0.240 -0.01 0.28 -0.11
H -1.450 6.957 1.406 -0.08 0.22 -0.05
H 2.686 1.735 2.314 -0.16 0.13 -0.84
H 3.304 3.064 3.214 -0.17 0.28 -0.19
H 4.315 0.922 3.704 0.01 -0.15 0.03
H 5.391 2.254 3.394 0.33 -0.02 -0.02
H 5.180 1.028 0.819 -0.25 -0.01 -0.08
H 6.510 0.916 1.928 0.18 -0.07 -0.13
H 5.303 -0.325 2.027 -0.15 -0.18 -0.41
H 0.550 4.353 -1.721 0.32 -0.25 -0.16
H 2.748 2.682 -4.124 0.19 0.14 0.40
H 1.391 4.190 -5.348 -0.20 0.33 0.05
H 5.700 5.850 -1.298 -0.09 -0.16 -0.42
H 6.555 3.648 -0.364 -0.01 -0.21 -0.47
C -5.381 -2.432 -1.185 0.06 -0.08 0.00
C -5.366 -3.870 -0.651 -0.06 0.02 -0.01
C -3.898 -4.299 -0.535 -0.39 -0.22 -0.11
S -2.956 -2.794 -0.257 -0.50 -0.03 0.17
O -2.109 -2.578 -1.397 0.05 -0.06 -0.08
O -2.450 -2.793 1.091 0.15 -0.01 -0.06
C -4.344 -1.671 -0.364 -0.33 0.11 -0.14
H -6.368 -1.978 -1.098 0.01 0.01 -0.01
H -5.098 -2.427 -2.239 0.01 0.03 0.01
H -5.838 -3.897 0.335 0.02 0.04 0.00
H -5.921 -4.549 -1.298 0.03 -0.03 0.01
H -3.738 -4.977 0.300 0.22 0.06 0.00
H -3.540 -4.754 -1.457 0.11 0.05 0.03
H -4.023 -0.739 -0.824 0.16 -0.03 0.05
H -4.699 -1.487 0.650 0.07 -0.01 0.02
C -5.422 -8.971 1.054 -0.03 -0.06 -0.08
C -4.839 -10.192 0.331 0.02 0.05 0.04
C -4.781 -9.854 -1.165 -0.04 -0.38 0.17
S -4.605 -8.069 -1.270 0.13 -0.09 0.26
O -5.791 -7.523 -1.882 0.08 0.10 -0.11
O -3.288 -7.743 -1.750 -0.11 0.15 -0.20
C -4.683 -7.762 0.492 -0.13 -0.10 0.33
H -5.301 -9.045 2.134 0.00 0.01 0.00
H -6.490 -8.889 0.839 0.01 0.04 0.01
H -3.831 -10.388 0.703 0.00 0.02 -0.01
H -5.432 -11.087 0.507 0.01 0.00 -0.02
H -3.933 -10.322 -1.657 -0.01 0.12 -0.12
H -5.703 -10.127 -1.675 0.00 0.12 -0.05
H -5.192 -6.819 0.676 0.02 0.03 -0.14
H -3.659 -7.715 0.864 0.02 0.03 -0.07
```
Positions in Å, forces in eV/Å.


Record 3
Below is a 10-piece molecular cluster, C22H51Cl3F3N7O8S overall in a non-equilibrium geometry, with properties calculated with the ωB97M-V functional and the def2-TZVPD basis.

## Properties
E_LUMO	-4.945	eV
M	737.111	g mol⁻¹
HOMO	-11.870	eV
net charge	+2

```
95
Properties=species:S:1:pos:R:3:forces:R:3
C 0.085 4.181 -6.559 0.56 0.28 1.23
C -0.054 3.132 -5.482 0.73 -0.19 -0.66
O 0.008 1.973 -5.702 -0.37 -0.37 0.50
N -0.019 3.562 -3.998 -0.61 -1.40 -1.39
H -0.450 4.497 -3.919 0.34 1.00 0.72
H -0.614 2.886 -3.515 -0.24 0.15 -0.07
C 1.352 3.360 -3.442 0.20 0.19 0.15
H 0.712 3.736 -7.325 -0.32 -0.11 -0.20
H 0.642 5.016 -6.123 -0.34 0.31 -0.16
H -0.874 4.518 -6.944 -0.02 0.03 0.02
H 1.301 3.668 -2.401 0.53 0.36 -0.13
H 2.072 3.879 -4.069 -0.02 0.45 0.42
H 1.651 2.314 -3.472 -0.52 -0.13 -0.11
C 7.760 5.711 -6.859 0.05 0.28 -0.93
C 7.012 6.925 -7.336 1.40 -0.65 1.45
O 7.401 8.035 -7.260 -0.69 0.48 -0.43
N 5.703 6.638 -8.020 -1.25 -0.04 -0.72
H 5.954 6.571 -9.013 -0.45 0.31 -0.12
H 5.276 5.739 -7.790 0.80 -0.35 0.15
C 4.550 7.588 -7.651 1.06 -0.16 1.05
H 7.192 5.120 -6.143 0.01 -0.12 -0.08
H 8.734 6.007 -6.482 -0.23 0.21 0.37
H 8.006 5.154 -7.772 -0.30 -0.47 0.18
H 4.612 7.519 -6.564 -0.43 0.48 0.05
H 3.602 7.165 -7.966 0.09 0.22 -0.45
H 4.773 8.606 -7.943 -0.22 -0.07 -0.26
C 5.319 9.038 -2.157 -0.33 0.30 -0.60
C 4.890 7.758 -2.789 0.12 0.63 -0.63
O 5.530 7.287 -3.680 -0.33 -0.72 -0.07
N 3.528 7.197 -2.473 1.71 0.84 -0.76
H 3.720 6.356 -1.897 0.10 -1.21 0.41
H 3.046 7.896 -1.884 -0.54 0.51 0.32
C 2.806 6.917 -3.738 -0.96 0.53 0.15
H 6.119 9.374 -2.814 0.47 -0.10 0.50
H 5.586 8.950 -1.108 -0.05 0.08 0.00
H 4.524 9.775 -2.304 -0.27 -0.20 0.55
H 2.339 7.847 -4.059 -0.22 -0.03 0.19
H 2.042 6.186 -3.493 -0.03 -0.04 -0.32
H 3.460 6.655 -4.564 0.27 -0.52 0.46
C 1.125 6.061 0.582 0.66 0.33 -0.32
C 0.054 7.086 0.866 1.35 -2.59 -0.01
O -0.011 7.633 1.907 -0.97 1.13 -0.11
N -1.120 7.083 -0.102 -0.87 1.32 0.84
H -1.479 8.035 0.030 -0.44 -0.13 -0.10
H -0.947 7.013 -1.122 0.81 -0.29 -0.63
C -2.171 6.033 0.235 1.06 0.33 0.12
H 0.743 5.045 0.689 -0.21 0.05 -0.20
H 1.925 6.159 1.313 -0.24 0.15 0.20
H 1.649 6.165 -0.367 -0.48 -0.04 -0.25
H -2.545 6.202 1.240 -0.07 0.11 -0.05
H -1.615 5.100 0.201 -0.34 -0.21 -0.07
H -2.946 6.070 -0.523 0.02 0.02 0.00
C 3.755 8.513 5.272 0.08 -1.21 -0.11
C 3.929 9.717 4.414 0.53 0.39 1.28
O 3.461 10.781 4.558 -0.67 0.50 -0.25
N 5.059 9.638 3.387 0.21 -1.75 -0.33
H 5.961 9.821 3.842 -0.22 0.94 0.04
H 5.210 8.636 3.217 -0.42 0.04 -0.63
C 4.814 10.399 2.101 0.80 0.52 0.48
H 4.659 8.286 5.847 0.14 0.45 0.00
H 3.606 7.579 4.722 -0.14 0.22 -0.36
H 2.932 8.593 5.977 -0.03 0.46 -0.14
H 5.686 10.214 1.479 -0.25 -0.26 -0.25
H 4.832 11.462 2.328 -0.24 -0.05 0.22
H 3.864 10.121 1.654 0.00 -0.28 -0.15
C 6.884 12.229 -9.199 0.22 0.77 0.55
C 7.228 11.172 -8.139 -0.32 0.69 -1.32
N 6.848 11.690 -6.833 -0.59 -0.10 0.08
C 7.738 12.268 -5.964 0.46 -0.69 -0.36
C 7.038 12.719 -4.903 0.05 0.07 0.18
N 5.735 12.420 -5.146 -1.09 -0.01 -1.27
C 5.593 11.819 -6.362 1.70 1.08 1.16
C 4.543 12.758 -4.362 0.41 0.35 0.54
H 7.465 13.137 -9.018 0.22 -0.13 0.01
H 5.860 12.575 -9.057 -0.18 -0.36 -0.39
H 7.090 11.933 -10.225 -0.20 -0.27 0.06
H 8.298 10.982 -8.157 -0.04 -0.19 0.27
H 6.689 10.258 -8.371 0.05 -0.13 0.37
H 8.788 12.197 -6.191 0.03 0.26 0.22
H 7.347 13.240 -4.015 0.02 -0.09 0.02
H 4.660 11.718 -6.907 -0.16 -0.47 0.32
H 4.113 11.782 -4.157 -1.03 0.49 -0.08
H 4.002 13.541 -4.889 -0.69 -0.77 -0.36
H 4.748 13.266 -3.418 0.75 -0.43 0.04
Cl -0.849 6.637 -3.269 0.16 -0.71 0.32
Cl 4.360 4.543 -0.939 -0.47 0.64 -0.36
Cl 2.321 9.632 -0.680 0.22 -0.62 0.15
C 0.947 9.458 -6.964 1.86 1.15 0.76
F 1.575 9.167 -8.132 -0.12 0.24 -0.11
F -0.132 10.160 -7.199 -0.69 -0.39 -0.29
F 0.701 8.280 -6.407 -0.68 -0.33 0.33
S 2.094 10.499 -5.852 -0.35 0.04 -0.47
O 2.448 11.632 -6.697 0.41 -0.43 -0.17
O 1.359 10.861 -4.674 -0.17 -0.42 -0.06
O 3.189 9.550 -5.623 0.46 -0.11 -0.14
```
Positions in Å, forces in eV/Å.